1.
Formula: C2HFOYb
Source: the Open Molecules 2025 dataset
Level of theory: wB97M-V/def2-TZVPD

The geometry in XYZ format:
```
6
Properties=species:S:1:pos:R:3:forces:R:3:mulliken_spin:R:1
H 0.235772 1.541349 0.537644 -0.428 -0.643 0.410 0.01
O -0.990744 0.724086 -0.879726 0.948 -0.851 2.515 0.33
C 0.336348 -0.656622 0.424141 3.041 -2.843 1.050 0.41
C -0.183991 0.569909 0.197938 -0.216 4.354 -2.559 0.18
Yb -0.977633 -1.418690 -1.344750 -0.414 -0.709 -0.559 0.01
F 1.580247 -0.760032 1.064753 -2.930 0.692 -0.857 0.06
```
Forces are in eV/Å.

Calculated values
net charge = +1
energy above the lowest of the compared OMol25 structures with the same formula, charge and spin = 0.0 kJ/mol
lowest unoccupied orbital energy (spin up / spin down) = -5.53 / -6.32 eV
2S+1 = 2
frontier orbital gap (spin up / spin down) = 8.343 / 7.638 eV
molecular weight = 233.067 Da

---

2.
Formula: C2HI2O3P
Source: the Open Molecules 2025 dataset
Level of theory: wB97M-V/def2-TZVPD

The geometry in XYZ format:
```
9
Properties=species:S:1:pos:R:3:forces:R:3:lowdin_charge:R:1
C 1.009164 0.803767 0.276173 2.142 2.680 2.084 -0.69
C 0.162355 0.184396 -0.448199 -1.232 -1.356 -2.350 -0.78
O -2.166185 -1.332715 -0.724637 0.430 0.417 0.177 -0.49
O -0.153651 -2.008038 0.805870 -0.963 0.465 -0.523 -0.49
O -1.661137 -0.022591 1.506519 0.495 -0.914 -1.774 -0.51
P -1.166821 -0.940014 0.340503 0.004 -0.588 2.561 0.01
I 2.403831 2.354912 -0.498189 0.040 -0.359 0.225 0.39
I 0.478898 0.023716 -2.645280 -0.326 0.166 1.063 0.52
H 1.093545 0.936567 1.387240 -0.590 -0.510 -1.463 0.04
```
Forces are in eV/Å.

Calculated values
net charge = -2
energy above the lowest of the compared OMol25 structures with the same formula, charge and spin = 46.0 kJ/mol
lowest unoccupied orbital energy = 4.57 eV
frontier orbital gap = 4.662 eV
molecular weight = 357.809 Da

---

> The lowest energy above the lowest of the compared OMol25 structures with the same formula, charge and spin belongs to which entry?

C2HFOYb

---

> Look up the molecular weight of the first one.

233.067 Da

---

> Look up the energy above the lowest of the compared OMol25 structures with the same formula, charge and spin of the second one.

46.0 kJ/mol